# C6H13N

An isolated molecule of C6H13N in a non-equilibrium geometry (wB97M-V/def2-TZVPD, OMol25).

Relative energy (zero: lowest compared OMol25 entry of this formula, charge and spin), kJ/mol: 106.8
LUMO, hartree: 0.0435
HOMO-LUMO gap, eV: 10.4
F_max, eV/Å: 1.43
SMILES string: C=CCCCCN
HOMO level, eV: -9.18
Charge: 0

Positions of all 20 atoms, in Å:
1 C -3.54241 0.81097 0.17996
2 C -2.40788 0.24584 0.55094
3 C -1.40454 -0.32744 -0.41384
4 C -0.00258 0.21790 -0.15156
5 C 1.10703 -0.79515 -0.36966
6 C 2.34433 -0.52530 0.48143
7 N 3.19763 0.60319 0.06023
8 H -4.15212 1.37960 0.85449
9 H -3.91615 1.03886 -0.82016
10 H -2.12966 0.11800 1.58952
11 H -1.34566 -1.41990 -0.29130
12 H -1.79835 -0.29939 -1.43607
13 H 0.00197 0.52163 0.90157
14 H 0.09181 1.14859 -0.70451
15 H 0.80616 -1.82121 -0.14696
16 H 1.46689 -0.83364 -1.39866
17 H 2.08503 -0.25380 1.51563
18 H 2.96097 -1.40530 0.66007
19 H 3.98081 0.36515 -0.53822
20 H 2.65670 1.23141 -0.52290



# C5H6Li2O5

A structure of composition C5H6Li2O5 (wB97M-V/def2-TZVPD, OMol25).

Relative energy (zero: lowest compared OMol25 entry of this formula, charge and spin), kJ/mol: 0.0
LUMO, hartree: -0.0216
HOMO-LUMO gap, eV: 6.4
F_max, eV/Å: 0.91
HOMO level, eV: -6.99
Charge: 0

Positions of all 18 atoms, in Å:
1 O 1.23930 0.12353 -0.93334
2 C 1.01497 0.80626 0.25052
3 C 0.92789 -1.25447 -0.77925
4 O 1.83798 1.73346 0.54265
5 O 0.83233 -0.21677 1.25535
6 C 1.18695 -1.47787 0.70132
7 Li 0.62357 3.14302 0.47575
8 H 1.58242 -1.83973 -1.43375
9 H -0.12684 -1.43428 -1.03545
10 H 2.24785 -1.68526 0.90459
11 H 0.55689 -2.25711 1.14383
12 O -2.47309 -0.29472 0.80691
13 C -2.35318 0.27903 -0.35603
14 C -1.34832 1.11355 -0.72335
15 O -0.38132 1.48398 0.21568
16 Li -1.02110 0.19572 1.82506
17 H -3.10557 0.05364 -1.13421
18 H -1.24074 1.52801 -1.72627



# C2H6NO4S

A structure of composition C2H6NO4S in a non-equilibrium geometry (wB97M-V/def2-TZVPD, OMol25).

Relative energy (zero: lowest compared OMol25 entry of this formula, charge and spin), kJ/mol: 11.0
LUMO, hartree: 0.1415
HOMO-LUMO gap, eV: 8.8
F_max, eV/Å: 3.53
HOMO level, eV: -4.92
Charge: -1

Positions of all 14 atoms, in Å:
1 C -1.51338 0.10555 -0.12281
2 C -2.13507 1.26336 -0.06689
3 N -1.90551 -1.19566 -0.21245
4 O 0.85377 -1.48856 0.03860
5 O 1.33213 0.59532 -1.20165
6 O 3.76162 -0.12146 0.00624
7 O 1.13720 0.62864 1.25472
8 S 0.75572 -0.02192 -0.00078
9 H 3.23763 -0.15838 0.81491
10 H -3.21811 1.36517 -0.05935
11 H -1.56733 2.17540 -0.03157
12 H -2.73480 -1.47176 0.30056
13 H -1.09718 -1.79700 -0.06299
14 H 3.09331 0.12131 -0.65655



# C37H38BrN4O6PS2V

A structure of composition C37H38BrN4O6PS2V (wB97M-V/def2-TZVPD, OMol25).

Relative energy (zero: lowest compared OMol25 entry of this formula, charge and spin), kJ/mol: 142.6
LUMO (spin up / spin down), hartree: -0.0003 / -0.0066
HOMO-LUMO gap (spin up / spin down), eV: 7.3 / 7.8
2S+1: 4
F_max, eV/Å: 0.50
Expectation value of S²: 3.762
HOMO level (spin up / spin down), eV: -7.30 / -7.93
Charge: 0

Positions of all 90 atoms, in Å:
1 V 0.21814 0.24933 0.30464
2 O -0.38747 -1.16239 -2.29463
3 N 0.29005 -1.35785 -1.09859
4 C 0.80626 -2.52025 -1.04827
5 C 1.59621 -3.15252 0.01877
6 C 1.71291 -4.53821 -0.14282
7 C 2.39253 -5.32616 0.76542
8 C 2.99265 -4.72835 1.86202
9 C 2.90214 -3.35628 2.02382
10 C 2.21030 -2.54582 1.12497
11 P 2.24925 -0.72242 1.35624
12 C 3.93138 -0.36815 0.76420
13 C 5.07495 -0.68778 1.49021
14 C 6.33049 -0.45537 0.94856
15 C 6.45089 0.08605 -0.32477
16 C 5.31381 0.40558 -1.05201
17 C 4.05701 0.18581 -0.50741
18 C 2.23853 -0.52313 3.16131
19 C 1.32686 -1.25065 3.92726
20 C 1.21487 -1.01806 5.28924
21 C 2.00420 -0.05131 5.89770
22 C 2.89798 0.68791 5.13705
23 C 3.01090 0.46005 3.77353
24 H -1.28254 -0.80286 -2.05017
25 H 0.59897 -3.15803 -1.90458
26 H 1.24733 -5.00345 -1.00358
27 H 2.45473 -6.39536 0.61316
28 H 3.53676 -5.32031 2.58653
29 H 3.37863 -2.89976 2.88160
30 H 4.99193 -1.10374 2.48773
31 H 7.21583 -0.69545 1.52428
32 H 7.43177 0.27411 -0.74271
33 H 5.40089 0.85212 -2.03432
34 H 3.16850 0.47809 -1.05723
35 H 0.69221 -1.98961 3.45511
36 H 0.50710 -1.59166 5.87449
37 H 1.91755 0.12860 6.96190
38 H 3.50362 1.45569 5.60116
39 H 3.67528 1.06376 3.17200
40 O -6.46630 1.85206 -2.33724
41 C -5.27339 1.23093 -2.22195
42 C -4.13283 1.65095 -2.89854
43 C -2.96429 0.94566 -2.70438
44 N -2.87875 -0.12668 -1.91266
45 C -3.97448 -0.50325 -1.27901
46 Br -3.83356 -1.99526 -0.12588
47 C -5.19825 0.12663 -1.38651
48 H -6.39019 2.60557 -2.93372
49 H -4.15508 2.50771 -3.56017
50 H -2.04452 1.24806 -3.19236
51 H -6.06325 -0.21635 -0.83969
52 C 0.40152 6.61103 -0.45565
53 C -0.31790 5.51999 0.32750
54 N -0.43425 4.25318 -0.39412
55 C -1.72859 3.93376 -0.98144
56 C -1.96357 4.62871 -2.31542
57 C 0.64453 3.45204 -0.46017
58 S 0.57275 1.96553 -1.41508
59 N 1.75710 3.90890 0.06219
60 C 2.71127 3.10507 0.58418
61 O 2.48960 2.10894 1.27615
62 C 4.12853 3.53391 0.33531
63 C 5.14842 3.06393 1.15454
64 C 6.46738 3.39389 0.89184
65 C 6.77831 4.18389 -0.20803
66 C 5.76510 4.65085 -1.03426
67 C 4.44226 4.33453 -0.75737
68 H 0.40618 7.53823 0.12091
69 H -0.08891 6.80725 -1.40995
70 H 1.43297 6.31820 -0.64566
71 H -1.33192 5.83655 0.57539
72 H 0.20890 5.32912 1.26188
73 H -2.49262 4.22731 -0.25849
74 H -1.79886 2.85628 -1.08826
75 H -1.96053 5.71469 -2.20813
76 H -2.93252 4.34187 -2.72864
77 H -1.18585 4.34953 -3.02871
78 H 4.89373 2.42492 1.98919
79 H 7.25686 3.02622 1.53573
80 H 7.80994 4.43719 -0.42028
81 H 6.00597 5.26314 -1.89454
82 H 3.63871 4.69450 -1.38804
83 C -2.57660 0.48273 3.50872
84 S -1.65910 0.56615 2.00780
85 O -0.52595 1.49662 2.13364
86 O -1.06418 -0.77886 1.77600
87 O -2.54764 0.93529 0.92524
88 H -1.87633 0.49628 4.34135
89 H -3.14318 -0.44553 3.48896
90 H -3.24487 1.33941 3.54530



# C4H7NS

An isolated molecule of C4H7NS in a non-equilibrium geometry (wB97M-V/def2-TZVPD, OMol25).

Relative energy (zero: lowest compared OMol25 entry of this formula, charge and spin), kJ/mol: 229.4
LUMO, hartree: -0.0179
HOMO-LUMO gap, eV: 8.4
F_max, eV/Å: 2.18
SMILES string: C[C@@H]1N[C@H]1C=S
HOMO level, eV: -8.86
Charge: 0

Positions of all 13 atoms, in Å:
1 C -0.52892 2.71348 0.62152
2 C 0.34696 1.61061 0.14533
3 N 0.44436 1.22494 -1.31812
4 C -0.25080 0.27495 -0.35094
5 C 0.35229 -1.05025 -0.08531
6 S -0.19855 -2.54328 0.37278
7 H -0.82010 2.57534 1.67359
8 H 0.00129 3.71839 0.61653
9 H -1.44147 2.69711 0.02563
10 H 1.31751 1.55478 0.56040
11 H 1.41539 0.91253 -1.29250
12 H -1.33678 0.27330 -0.23870
13 H 1.41321 -0.90626 -0.06614



# C17H33BO7S2

A cluster of 3 separate species, C17H33BO7S2 in total in a non-equilibrium geometry (wB97M-V/def2-TZVPD, OMol25).

Relative energy (zero: lowest compared OMol25 entry of this formula, charge and spin), kJ/mol: 0.0
LUMO, hartree: -0.0072
HOMO-LUMO gap, eV: 8.1
F_max, eV/Å: 1.84
SMILES string: C=CB(CCCOC)CCOC=O.O=S1(=O)CCCC1.O=S1(=O)CCCC1
HOMO level, eV: -8.26
Charge: 0

Positions of all 60 atoms, in Å:
1 C 4.46355 3.28863 2.35601
2 C 3.86986 3.71883 1.19856
3 B 3.52753 2.78380 -0.00321
4 C 2.20238 2.82778 -0.84898
5 C 0.98298 3.44495 -0.14612
6 C -0.28181 2.67537 -0.49598
7 O -0.13192 1.37083 0.02055
8 C -1.35689 0.69017 0.27936
9 C 4.65374 1.71404 -0.31862
10 C 4.55143 1.07271 -1.68761
11 O 5.62296 0.17384 -2.05263
12 C 5.86822 -0.83566 -1.22242
13 O 6.46416 -1.81789 -1.57757
14 H 3.96018 2.57156 3.00325
15 H 5.45712 3.59118 2.68456
16 H 3.67850 4.79104 1.09342
17 H 2.39260 3.35278 -1.79459
18 H 1.96725 1.80067 -1.14020
19 H 1.11032 3.50106 0.93447
20 H 0.84325 4.46756 -0.50859
21 H -1.15753 3.15586 -0.05049
22 H -0.36564 2.66513 -1.59077
23 H -1.82385 0.35820 -0.64953
24 H -1.08562 -0.16292 0.89889
25 H -2.02228 1.33938 0.84483
26 H 4.58122 1.00391 0.51657
27 H 5.61762 2.21899 -0.22948
28 H 4.56380 1.86911 -2.42880
29 H 3.60640 0.54913 -1.83832
30 H 5.53629 -0.75199 -0.18116
31 O -0.77303 -2.15761 1.40738
32 S 0.62608 -2.46967 1.57683
33 O 1.41859 -1.79856 2.57310
34 C 0.80231 -4.24191 1.75862
35 C 0.95561 -4.75272 0.32895
36 C 1.90805 -3.77150 -0.36922
37 C 1.43602 -2.35263 -0.02500
38 H -0.06778 -4.63816 2.27632
39 H 1.70258 -4.42209 2.34507
40 H 1.33851 -5.77173 0.31020
41 H -0.01420 -4.74764 -0.17321
42 H 2.92330 -3.92324 0.00165
43 H 1.92836 -3.92516 -1.44671
44 H 2.25870 -1.64685 0.05414
45 H 0.70116 -1.98272 -0.73741
46 O -6.32684 2.01202 -1.10830
47 S -5.57593 0.96426 -0.46616
48 O -4.23028 1.18801 -0.00268
49 C -6.56222 0.28317 0.86385
50 C -7.37048 -0.82888 0.20335
51 C -6.39192 -1.56536 -0.72197
52 C -5.61720 -0.50123 -1.50970
53 H -7.17198 1.07216 1.29708
54 H -5.87517 -0.11390 1.61054
55 H -7.80747 -1.49635 0.94426
56 H -8.18410 -0.39857 -0.38424
57 H -5.69833 -2.15671 -0.12132
58 H -6.90826 -2.24931 -1.39367
59 H -4.59557 -0.80452 -1.72355
60 H -6.12435 -0.23064 -2.43355



# C31H32N4O4

An isolated molecule of C31H32N4O4 in a non-equilibrium geometry (wB97M-V/def2-TZVPD, OMol25).

Relative energy (zero: lowest compared OMol25 entry of this formula, charge and spin), kJ/mol: 163.3
LUMO, hartree: 0.0203
HOMO-LUMO gap, eV: 9.1
F_max, eV/Å: 1.07
SMILES string: CCC(=O)N1C[C@@]2(CC(c3cccc(NC(=O)CC(c4ccccc4)c4ccccc4)c3)=NO2)C[C@H]1C(N)=O
HOMO level, eV: -8.50
Charge: 0

Positions of all 71 atoms, in Å:
1 C -6.56267 -3.48075 -2.51521
2 C -5.80717 -2.23627 -2.06654
3 C -6.25795 -1.79034 -0.68927
4 O -7.04764 -2.43708 -0.01454
5 N -5.75579 -0.62208 -0.24473
6 C -4.79570 0.23330 -0.89671
7 C -3.95019 0.79264 0.25683
8 C -3.17643 2.07609 -0.06702
9 C -1.75078 1.59584 0.08737
10 C -0.57400 2.41118 -0.13607
11 C -0.67914 3.73281 -0.57171
12 C 0.46617 4.47479 -0.79448
13 C 1.72170 3.93130 -0.59087
14 C 1.83602 2.61407 -0.14921
15 N 3.06005 1.99088 0.08781
16 C 4.32021 2.42478 -0.19282
17 O 4.58637 3.50479 -0.67124
18 C 5.40282 1.41565 0.17089
19 C 5.09026 -0.03382 -0.24341
20 C 4.04602 -0.73497 0.59943
21 C 3.93181 -0.56127 1.97674
22 C 2.96557 -1.24117 2.69818
23 C 2.09601 -2.10752 2.05981
24 C 2.20472 -2.29753 0.69271
25 C 3.17231 -1.62077 -0.02670
26 C 6.37067 -0.84635 -0.25105
27 C 6.99881 -1.22022 0.92970
28 C 8.17523 -1.94715 0.90145
29 C 8.74165 -2.31088 -0.30808
30 C 8.12285 -1.94344 -1.48986
31 C 6.94572 -1.21690 -1.45947
32 C 0.68846 1.86291 0.07656
33 N -1.68587 0.37053 0.43652
34 O -2.92033 -0.17740 0.57346
35 C -4.94339 0.87597 1.41847
36 C -6.04423 -0.13652 1.10426
37 C -7.43999 0.53240 1.13774
38 N -8.44040 -0.35710 1.11367
39 O -7.58700 1.73449 1.18972
40 H -6.42265 -4.28221 -1.79523
41 H -7.62714 -3.27164 -2.58219
42 H -6.20560 -3.81001 -3.48774
43 H -4.73552 -2.44890 -2.02544
44 H -5.96810 -1.42067 -2.77515
45 H -5.30694 1.05281 -1.41797
46 H -4.17200 -0.31761 -1.60006
47 H -3.39912 2.87899 0.63672
48 H -3.37295 2.43007 -1.07968
49 H -1.64805 4.17743 -0.73752
50 H 0.38240 5.49642 -1.13345
51 H 2.61102 4.51103 -0.77183
52 H 2.97781 1.05505 0.46903
53 H 5.58884 1.48549 1.24403
54 H 6.31507 1.73995 -0.33430
55 H 4.71936 -0.00301 -1.27517
56 H 4.58472 0.12063 2.50154
57 H 2.89151 -1.08774 3.76465
58 H 1.33733 -2.62899 2.62261
59 H 1.53082 -2.97057 0.18482
60 H 3.25055 -1.77427 -1.09368
61 H 6.56630 -0.95157 1.88111
62 H 8.65150 -2.23103 1.82847
63 H 9.66004 -2.87842 -0.32908
64 H 8.55659 -2.22270 -2.43883
65 H 6.47020 -0.93211 -2.38761
66 H 0.75650 0.84038 0.41731
67 H -5.39420 1.87066 1.45832
68 H -4.44855 0.66532 2.36420
69 H -6.05235 -0.99306 1.78550
70 H -9.38923 -0.02290 1.06038
71 H -8.23289 -1.33176 0.91391



# C3H3Br

A structure of composition C3H3Br in a non-equilibrium geometry (wB97M-V/def2-TZVPD, OMol25).

Relative energy (zero: lowest compared OMol25 entry of this formula, charge and spin), kJ/mol: 299.9
LUMO, hartree: 0.0165
HOMO-LUMO gap, eV: 8.4
F_max, eV/Å: 5.32
HOMO level, eV: -7.90
Charge: 0

Positions of all 7 atoms, in Å:
1 C 0.51374 -0.78556 0.07002
2 C -0.85554 -0.70861 -0.05867
3 C 0.64012 0.68745 0.07366
4 Br -2.51307 -0.02717 0.03792
5 H 1.21697 -1.61993 -0.06086
6 H 0.17480 1.39046 0.88656
7 H 0.82297 1.06336 -0.94863



The calculation returns the following total energy values, one per record and in order: -291.1181; -585.4594; -833.7421; -6759.0286; -609.4711; -2015.3116; -1720.5361; -2689.9354 a.u..